Entry 1:
The following is a DFT calculation (ωB97M-V/def2-TZVPD) of one molecule with the formula C4H10O2.

The SMILES is C[C@@H](O)CCO. Its relative energy (zero: lowest compared OMol25 entry of this formula, charge and spin) is 63.87 kJ/mol. As for the total charge: 0. For the HOMO-LUMO gap, the calculation gives 10.8198 eV. Its lowest unoccupied orbital energy is 0.87 eV. For the total energy, the calculation gives -8404.8850 eV.

Element x y z (Å)
C  0.0095  -1.7292  -1.2632
C  -0.2455  -0.7930  -0.0912
O  0.5942  -1.1964  0.9807
C  -0.0266  0.6703  -0.4818
C  -0.2489  1.6609  0.6535
O  0.7258  1.4766  1.6855
H  -0.1028  -2.7670  -0.9360
H  -0.6839  -1.5429  -2.0911
H  1.0365  -1.5974  -1.6224
H  -1.2952  -0.9053  0.2330
H  1.0815  -0.4155  1.2776
H  -0.7037  0.9251  -1.3077
H  0.9986  0.7945  -0.8575
H  -1.2649  1.5555  1.0581
H  -0.1483  2.6875  0.2815
H  0.2737  1.1763  2.4811



Entry 2:
The following is a DFT calculation (ωB97M-V/def2-TZVPD) of a 2-piece molecular cluster, C4H10O2 overall at a distorted geometry.

The SMILES is CC(C)C=O.O. Its relative energy (zero: lowest compared OMol25 entry of this formula, charge and spin) is 175.40 kJ/mol. As for the total charge: 0. For the HOMO-LUMO gap, the calculation gives 10.4807 eV. Its lowest unoccupied orbital energy is 0.77 eV. For the total energy, the calculation gives -8403.7291 eV.

Element x y z (Å)
C  0.2853  -0.0278  -2.2448
C  0.0111  -0.3509  -0.8050
C  0.8073  -1.5250  -0.1909
C  -1.4816  -0.6628  -0.6171
O  -1.9750  -0.4212  0.4235
H  0.1686  -0.7685  -2.9835
H  1.3894  0.2858  -2.3871
H  -0.3583  0.8932  -2.5249
H  0.0639  0.6325  -0.3313
H  1.8693  -1.4949  -0.1354
H  0.4520  -2.4988  -0.5418
H  0.6876  -1.6092  0.9271
H  -1.9955  -1.0890  -1.5402
O  0.3565  2.9361  4.4694
H  -0.5176  2.5035  4.9133
H  0.2371  3.1971  3.5688



Entry 3:
The following is a DFT calculation (ωB97M-V/def2-TZVPD) of a 3-piece molecular cluster, C4H10O2 overall.

The SMILES is C=C(C)O.[H][H].C=O. Its relative energy (zero: lowest compared OMol25 entry of this formula, charge and spin) is 280.71 kJ/mol. As for the total charge: 0. For the HOMO-LUMO gap, the calculation gives 9.6425 eV. Its lowest unoccupied orbital energy is 0.85 eV. For the total energy, the calculation gives -8402.6377 eV.

Element x y z (Å)
C  -0.3173  1.3925  0.3841
C  0.5113  0.5336  0.9800
C  1.9908  0.4591  0.7321
O  0.1126  -0.4017  1.8930
H  -1.3853  1.3978  0.5826
H  0.0383  2.0268  -0.4201
H  2.3315  -0.5816  0.6963
H  2.5292  0.9612  1.5431
H  2.2477  0.9441  -0.2142
H  -0.8497  -0.3546  1.9819
H  0.3322  -1.4880  -1.2250
H  0.3916  -0.8872  -0.7909
C  -1.9855  -1.0094  -1.5420
O  -2.4595  -0.0249  -1.0362
H  -1.9792  -1.9892  -1.0230
H  -1.5088  -0.9785  -2.5418



Entry 4:
The following is a DFT calculation (ωB97M-V/def2-TZVPD) of a 2-piece molecular cluster, C4H10O2 overall at a distorted geometry.

Its relative energy (zero: lowest compared OMol25 entry of this formula, charge and spin) is 161.38 kJ/mol. As for the total charge: +1. Its multiplicity is 2. For the HOMO-LUMO gap (spin up / spin down), the calculation gives 8.7836 / 7.7762 eV. Its lowest unoccupied orbital energy (spin up / spin down) is -5.53 / -6.53 eV. For the total energy, the calculation gives -8395.2393 eV.

Element x y z (Å)
C  1.5296  -1.9062  0.9324
C  1.4135  -0.4272  1.0761
C  0.2159  0.1729  0.5648
O  0.0919  0.3974  -0.7136
C  -0.7071  0.8848  1.4708
H  2.5490  -2.2717  1.1271
H  0.8164  -2.4011  1.6186
H  1.2674  -2.2682  -0.0545
H  1.8850  0.0802  1.9221
H  0.0248  -0.3111  -1.3801
H  -0.5746  0.5086  2.4993
H  -0.1876  1.8622  1.5432
H  -1.7687  0.9148  1.2123
H  -2.5961  2.2294  -4.0110
H  -1.7900  1.0265  -4.2746
O  -2.1693  1.5087  -3.5330



Entry 5:
The following is a DFT calculation (ωB97M-V/def2-TZVPD) of a 2-piece molecular cluster, C4H10O2S2 overall at a distorted geometry.

Its relative energy (zero: lowest compared OMol25 entry of this formula, charge and spin) is 299.74 kJ/mol. As for the total charge: -1. Its multiplicity is 2. For the HOMO-LUMO gap (spin up / spin down), the calculation gives 2.3044 / 6.8846 eV. Its lowest unoccupied orbital energy (spin up / spin down) is 3.29 / 3.21 eV. For the total energy, the calculation gives -30072.8474 eV.

Element x y z (Å)
C  -1.2170  1.6158  -0.1174
C  -1.5001  0.2994  -0.8524
O  -1.9447  0.3580  -1.9700
C  0.2310  1.7717  0.3810
S  1.4339  0.4487  -0.0812
S  2.3375  -0.5022  1.2975
C  1.2114  -1.5604  2.2563
H  -1.4366  2.4610  -0.7751
H  -2.0153  1.9292  0.5916
H  -1.3084  -0.5741  -0.2165
H  0.3199  1.8508  1.4322
H  0.6158  2.6899  -0.0415
H  1.5252  -2.6025  2.0958
H  0.1872  -1.4694  1.8853
H  1.3699  -1.0625  3.2227
H  -0.3995  -2.5061  -3.0154
H  0.4073  -1.3296  -3.4460
O  0.1825  -1.8178  -2.6469



Entry 6:
The following is a DFT calculation (ωB97M-V/def2-TZVPD) of a 2-piece molecular cluster, C4H10O3 overall at a distorted geometry.

Its relative energy (zero: lowest compared OMol25 entry of this formula, charge and spin) is 58.30 kJ/mol. As for the total charge: -2. For the HOMO-LUMO gap, the calculation gives 6.1049 eV. Its lowest unoccupied orbital energy is 6.72 eV. For the total energy, the calculation gives -10449.4301 eV.

Element x y z (Å)
C  0.1038  -0.3552  0.2715
C  1.3714  0.4854  0.4910
C  2.6921  -0.1845  0.0281
O  3.7824  0.6122  0.1672
C  -1.1298  0.6737  0.0228
O  -2.3480  0.2398  0.4270
H  -0.3277  -0.8799  1.1283
H  0.0443  -0.9265  -0.6523
H  1.2618  1.3515  -0.1835
H  1.4055  0.9936  1.4597
H  2.8195  -1.1663  0.5924
H  2.4327  -0.4408  -1.0325
H  -0.8455  1.6331  0.5045
H  -1.0214  0.8849  -1.0835
H  -3.0946  -0.5649  -0.4535
H  -3.3520  -2.1238  -0.8720
O  -3.6184  -1.2392  -1.1356



Entry 7:
The following is a DFT calculation (ωB97M-V/def2-TZVPD) of one molecule with the formula C4H10O3 at a distorted geometry.

The SMILES is COC[C@@H](O)CO. Its relative energy (zero: lowest compared OMol25 entry of this formula, charge and spin) is 333.48 kJ/mol. As for the total charge: 0. For the HOMO-LUMO gap, the calculation gives 9.9669 eV. Its lowest unoccupied orbital energy is 0.89 eV. For the total energy, the calculation gives -10449.7874 eV.

Element x y z (Å)
C  1.9936  0.9989  -0.2233
O  1.7775  -0.3226  0.2604
C  0.7979  -1.0794  -0.3763
C  -0.7838  -0.8493  0.4120
O  -0.4621  -0.0884  1.5265
C  -1.9611  -0.0819  -0.3071
O  -1.6609  1.2843  -0.4900
H  2.4746  1.5622  0.5833
H  1.0381  1.4653  -0.4835
H  2.6566  0.9916  -1.0970
H  0.1238  -0.6584  -1.0647
H  1.0729  -2.1258  -0.2797
H  -1.1310  -1.8712  0.6057
H  0.5156  -0.1353  1.5393
H  -2.8827  -0.1788  0.3081
H  -2.2190  -0.4930  -1.2924
H  -1.3500  1.5818  0.3785



Entry 8:
The following is a DFT calculation (ωB97M-V/def2-TZVPD) of one molecule with the formula C4H10O3 at a distorted geometry.

The SMILES is CCO[C@@H](C)OO. Its relative energy (zero: lowest compared OMol25 entry of this formula, charge and spin) is 495.72 kJ/mol. As for the total charge: 0. For the HOMO-LUMO gap, the calculation gives 10.1809 eV. Its lowest unoccupied orbital energy is 1.01 eV. For the total energy, the calculation gives -10448.1059 eV.

Element x y z (Å)
C  0.1211  -1.6344  1.9801
C  -0.3169  -1.1948  0.6022
O  -0.7867  0.1858  0.7128
C  -0.4395  0.6858  -0.4964
C  -0.2740  2.1793  -0.4285
O  1.0423  0.1100  -1.2363
O  0.7348  -0.0799  -2.6280
H  -0.7028  -1.5474  2.6878
H  0.4610  -2.6682  1.9469
H  0.9255  -0.9992  2.3472
H  -1.1244  -1.7984  0.1755
H  0.5829  -1.2211  -0.1456
H  -1.1034  0.3324  -1.2989
H  -1.1949  2.6187  -0.0419
H  -0.0509  2.5791  -1.4130
H  0.5242  2.4160  0.2730
H  1.6018  0.0363  -3.0369



Entry 9:
The following is a DFT calculation (ωB97M-V/def2-TZVPD) of a 2-piece molecular cluster, C4H10O3 overall at a distorted geometry.

The SMILES is CCCC(=O)O.O. Its relative energy (zero: lowest compared OMol25 entry of this formula, charge and spin) is 42.55 kJ/mol. As for the total charge: 0. For the HOMO-LUMO gap, the calculation gives 11.2798 eV. Its lowest unoccupied orbital energy is 0.77 eV. For the total energy, the calculation gives -10452.8026 eV.

Element x y z (Å)
C  -0.4065  0.0570  -2.1696
C  0.2772  0.9453  -1.1279
C  -0.7699  1.3224  -0.0738
C  -0.3981  2.5187  0.7416
O  -0.0345  2.5596  1.8793
O  -0.5127  3.6615  -0.0240
H  -0.7273  -0.8630  -1.6757
H  0.2445  -0.2284  -2.9839
H  -1.3339  0.5130  -2.5076
H  0.6740  1.8021  -1.6422
H  1.0823  0.4379  -0.6156
H  -1.6951  1.5875  -0.5696
H  -0.9812  0.4335  0.5057
H  0.2682  4.1973  0.1590
O  1.7372  -6.5788  3.3080
H  0.8283  -6.6159  2.9984
H  1.7473  -5.7498  3.7979



Entry 10:
The following is a DFT calculation (ωB97M-V/def2-TZVPD) of a 3-piece molecular cluster, C4H10O3 overall at a distorted geometry.

The SMILES is C=CC(=C)O.O.O. Its relative energy (zero: lowest compared OMol25 entry of this formula, charge and spin) is 197.99 kJ/mol. As for the total charge: 0. For the HOMO-LUMO gap, the calculation gives 9.6537 eV. Its lowest unoccupied orbital energy is 0.66 eV. For the total energy, the calculation gives -10451.1916 eV.

Element x y z (Å)
C  -2.5153  0.5047  -0.9598
C  -1.4297  0.6563  -1.7081
C  -0.0376  0.7998  -1.2103
C  0.9282  1.1444  -2.0459
O  0.1809  0.5496  0.1074
H  -2.5016  0.4443  0.1272
H  -3.5143  0.4831  -1.3816
H  -1.5125  0.7690  -2.7787
H  1.9937  1.0687  -1.8333
H  0.7693  1.2930  -3.1067
H  -0.4320  0.9947  0.6984
O  2.5345  -1.4995  1.3052
H  3.0725  -1.0374  1.9502
H  2.1555  -0.8559  0.6991
O  -0.4367  -1.4101  2.9295
H  0.0143  -2.1289  2.4573
H  0.2601  -1.2037  3.5683



Entry 11:
The following is a DFT calculation (ωB97M-V/def2-TZVPD) of C4H10O3Pr as an isolated structure at a distorted geometry.

As for the total charge: +1. Its multiplicity is 3. For the HOMO-LUMO gap (spin up / spin down), the calculation gives 7.6415 / 7.6045 eV. Its lowest unoccupied orbital energy (spin up / spin down) is -4.61 / -4.54 eV. For the total energy, the calculation gives -24511.8232 eV.

Element x y z (Å)
C  -1.2707  -2.1085  0.0819
O  -2.0901  -1.0354  -0.4652
C  -1.9757  0.1934  0.1916
C  -0.8191  1.0599  -0.2751
O  0.4461  0.5541  0.1343
H  -1.2668  -2.8811  -0.7067
H  -1.8422  -2.5618  0.9187
H  -1.9145  0.0531  1.2875
H  -2.8953  0.7623  -0.0172
H  -0.9345  2.0748  0.1416
H  -0.8467  1.1420  -1.3754
Pr  0.9282  -1.6663  0.6518
O  3.1261  -1.1239  0.5718
H  3.5657  -0.3659  0.9545
C  1.7209  1.3360  -0.3665
H  2.5230  0.8964  -0.9761
H  2.2514  1.7968  0.4754
H  1.2942  1.8741  -1.2270



Entry 12:
The following is a DFT calculation (ωB97M-V/def2-TZVPD) of a 2-piece molecular cluster, C4H10O3S overall at a distorted geometry.

The SMILES is C[C@@H](O)SO.C=CO. Its relative energy (zero: lowest compared OMol25 entry of this formula, charge and spin) is 348.47 kJ/mol. As for the total charge: 0. For the HOMO-LUMO gap, the calculation gives 9.0334 eV. Its lowest unoccupied orbital energy is 0.62 eV. For the total energy, the calculation gives -21284.7753 eV.

Element x y z (Å)
C  0.7204  -1.6984  -2.4572
C  0.7977  -1.6944  -1.0100
O  1.7005  -0.7707  -0.5475
S  -0.8144  -1.2556  -0.2040
O  -1.3041  -0.1828  -1.4114
H  0.3650  -2.6864  -2.8817
H  0.0764  -0.8641  -2.8048
H  1.6558  -1.4629  -2.8665
H  1.2365  -2.5663  -0.4494
H  1.6093  -0.0295  -1.0843
H  -1.3393  0.6942  -1.0703
C  -0.9176  2.0164  3.1095
C  -1.0009  1.6465  1.8688
O  0.1752  1.3044  1.3128
H  -0.1707  1.8354  3.8438
H  -1.7520  2.6488  3.5337
H  -1.8540  1.8299  1.1266
H  0.8162  1.2352  1.9918



Entry 13:
The following is a DFT calculation (ωB97M-V/def2-TZVPD) of a 2-piece molecular cluster, C4H10O3S overall at a distorted geometry.

The SMILES is CSCCOC=O.O. Its relative energy (zero: lowest compared OMol25 entry of this formula, charge and spin) is 109.89 kJ/mol. As for the total charge: 0. For the HOMO-LUMO gap, the calculation gives 9.7871 eV. Its lowest unoccupied orbital energy is 0.74 eV. For the total energy, the calculation gives -21287.2480 eV.

Element x y z (Å)
C  -0.7565  0.4489  3.0669
S  0.6441  -0.5891  2.5519
C  0.6522  -0.2257  0.8441
C  -0.1252  -1.1628  -0.0833
O  -0.2098  -0.6121  -1.3935
C  0.8327  -0.7397  -2.1915
O  0.9301  -0.4191  -3.3792
H  -0.5971  1.5403  3.0625
H  -0.9738  0.1293  4.0999
H  -1.6314  0.2186  2.4360
H  1.7424  -0.2533  0.6535
H  0.2988  0.8011  0.6290
H  0.2783  -2.1919  -0.1422
H  -1.1577  -1.2281  0.3104
H  1.6561  -1.2133  -1.6211
O  -0.4563  1.9980  -2.5896
H  0.1879  1.5545  -3.1868
H  -1.3149  1.9443  -3.0672



Entry 14:
The following is a DFT calculation (ωB97M-V/def2-TZVPD) of a 2-piece molecular cluster, C4H10O4 overall at a distorted geometry.

The SMILES is O=C(O)CCCO.O. Its relative energy (zero: lowest compared OMol25 entry of this formula, charge and spin) is 64.14 kJ/mol. As for the total charge: 0. For the HOMO-LUMO gap, the calculation gives 11.0611 eV. Its lowest unoccupied orbital energy is 0.55 eV. For the total energy, the calculation gives -12499.9411 eV.

Element x y z (Å)
O  -1.1304  1.3953  -1.7060
C  -1.0693  1.7008  -0.5510
O  -1.9465  2.5641  0.0189
C  -0.2037  1.0390  0.5112
C  1.3069  1.1868  0.3023
C  2.0877  -0.0910  0.5856
O  2.6445  -0.7105  -0.5927
H  -2.6341  2.7967  -0.6271
H  -0.5081  1.4505  1.4674
H  -0.5035  -0.0082  0.4744
H  1.7072  1.9877  0.9323
H  1.5562  1.5315  -0.7026
H  1.4935  -0.8959  0.9887
H  2.9250  0.0241  1.2799
H  3.5040  -0.3141  -0.7840
O  -1.5686  -5.5808  1.1012
H  -1.2243  -4.7465  0.7788
H  -2.5222  -5.6043  1.0023



Entry 15:
The following is a DFT calculation (ωB97M-V/def2-TZVPD) of a 2-piece molecular cluster, C4H10O4 overall at a distorted geometry.

The SMILES is O=C(O)CO.CCO. Its relative energy (zero: lowest compared OMol25 entry of this formula, charge and spin) is 338.44 kJ/mol. As for the total charge: 0. For the HOMO-LUMO gap, the calculation gives 10.4853 eV. Its lowest unoccupied orbital energy is 0.63 eV. For the total energy, the calculation gives -12497.0981 eV.

Element x y z (Å)
O  0.6146  -1.0469  -1.1414
C  0.0737  0.0137  -0.8520
O  0.8675  1.1599  -0.5379
C  -1.1973  0.4487  -1.5827
O  -0.9456  0.4958  -2.9722
H  1.7723  0.9981  -0.8560
H  -1.9925  -0.2717  -1.3444
H  -1.5030  1.4494  -1.2805
H  -0.5842  -0.3641  -3.2259
C  -0.6881  -0.2132  1.3189
C  1.0199  -0.7904  1.6543
O  1.9646  0.1600  1.5723
H  -1.3964  -0.9873  1.0332
H  -0.7584  -0.1615  2.4133
H  -0.9237  0.8215  1.0819
H  1.0083  -1.2888  2.6255
H  1.0845  -1.4604  0.7898
H  1.5837  1.0373  1.3038